No. 1
Computed, not measured: 2 unconnected molecules or ions with the total composition C5H7N, with the ωB97M-V functional and the def2-TZVPD basis.

Properties
Frontier orbital gap (alpha / beta) = 8.577 / 8.478 eV
ΔE to the lowest compared entry with this formula, charge and spin = 559.8 kJ/mol
Calculated total energy = -249.2600 a.u.
E_HOMO (alpha / beta) = -9.464 / -9.346 eV

```
! RIJCOSX wB97M-V def2-TZVPD def2/J DEFGRID3
* xyz 0 1
N -2.26601 -1.48571 -1.10246
C 0.13332 -1.35150 -0.04711
C 0.39251 -0.21753 0.91504
C -1.04586 1.65329 -1.00869
C -1.21180 -1.37686 -0.63908
C 1.56146 0.40868 0.99806
H 0.25830 -2.30762 0.47934
H -0.41796 0.03165 1.59657
H -0.67285 2.23861 -1.88045
H 1.74298 1.17791 1.74316
H -1.72546 2.38817 -0.51784
H 0.86951 -1.33658 -0.85758
H 2.38186 0.17749 0.32103
*
```

These are the Löwdin partial charges, in e, on atoms 1 to 2: 0.13, -0.20


No. 2
Computed, not measured: a single C5H7N molecule, with the ωB97M-V functional and the def2-TZVPD basis.

Properties
Frontier orbital gap = 9.042 eV
ΔE to the lowest compared entry with this formula, charge and spin = 119.2 kJ/mol
Calculated total energy = -249.4278 a.u.
E_HOMO = -7.969 eV

```
! RIJCOSX wB97M-V def2-TZVPD def2/J DEFGRID3
* xyz 0 1
N 1.63794 0.19592 -0.69912
C 1.64255 -0.82478 0.22125
C 0.31799 -1.03522 0.57913
C -1.88831 0.27863 0.25556
C 0.39909 0.71032 -0.83688
C -0.45925 -0.03702 -0.04788
H 2.40540 -0.50376 0.90262
H 2.49589 0.48986 -1.13565
H -2.57273 -0.13212 -0.48970
H -2.02788 1.36460 0.29557
H -0.07332 -1.81372 1.22914
H -2.16864 -0.11948 1.23748
H 0.25310 1.62243 -1.39354
*
```

These are the Löwdin partial charges, in e, on atoms 1 to 2: -0.02, -0.16


No. 3
Computed, not measured: a molecular structure, C5H7N, with the ωB97M-V functional and the def2-TZVPD basis.

Properties
Frontier orbital gap = 9.690 eV
ΔE to the lowest compared entry with this formula, charge and spin = 442.3 kJ/mol
Calculated total energy = -249.3048 a.u.
E_HOMO = -8.463 eV

```
! RIJCOSX wB97M-V def2-TZVPD def2/J DEFGRID3
* xyz 0 1
N 1.45487 -0.19167 0.55608
C -1.87913 -0.18088 0.50254
C -0.94466 0.90131 0.12144
C -0.17770 -0.24149 -0.53640
C -1.16567 -1.21313 0.01572
C 2.52250 0.05895 -0.02353
H 2.68797 0.21188 -1.07831
H -2.94812 -0.12425 0.83465
H -0.42276 1.40696 0.99694
H -0.05833 -0.17782 -1.66119
H 3.36535 0.08391 0.57838
H -1.00613 -2.24718 0.16830
H -1.42819 1.71343 -0.47463
*
```

These are the Löwdin partial charges, in e, on atoms 1 to 2: 0.05, -0.10


No. 4
Computed, not measured: a single C5H7N molecule, with the ωB97M-V functional and the def2-TZVPD basis.

Properties
Frontier orbital gap = 9.040 eV
ΔE to the lowest compared entry with this formula, charge and spin = 272.9 kJ/mol
Calculated total energy = -249.3693 a.u.
E_HOMO = -8.203 eV

```
! RIJCOSX wB97M-V def2-TZVPD def2/J DEFGRID3
* xyz 0 1
N -0.40600 -1.06149 -0.09477
C -1.72765 -0.74534 -0.10451
C -0.46245 1.13974 -0.06889
C -1.87686 0.63719 -0.18630
C 1.87005 0.02581 -0.05971
C 0.38368 0.05995 -0.00775
H 2.20953 -0.28828 -1.05427
H -2.50465 -1.51380 -0.15988
H 2.27389 1.02760 0.12251
H 2.31087 -0.65074 0.68070
H -0.18015 2.19014 0.07586
H -0.04920 -2.00406 -0.10097
H -1.84108 1.18327 0.95798
*
```

These are the Löwdin partial charges, in e, on atoms 1 to 2: 0.06, -0.17


No. 5
Computed, not measured: a single C5H7N molecule, with the ωB97M-V functional and the def2-TZVPD basis.

Properties
Frontier orbital gap = 9.335 eV
ΔE to the lowest compared entry with this formula, charge and spin = 256.6 kJ/mol
Calculated total energy = -249.3755 a.u.
E_HOMO = -8.550 eV

```
! RIJCOSX wB97M-V def2-TZVPD def2/J DEFGRID3
* xyz 0 1
N 1.29179 -0.62111 -0.38407
C 0.22424 -0.34200 -0.78558
C 2.42574 0.72640 1.20282
C -2.23948 -0.40967 -0.61446
C -0.94792 -0.00041 -1.23293
C 1.48362 -0.16980 0.89246
H 3.06940 1.14009 0.43380
H -2.95875 -0.67778 -1.39378
H -0.98776 0.72890 -2.03487
H 2.55908 1.06483 2.22315
H 0.85148 -0.58565 1.67732
H -2.65490 0.41847 -0.03219
H -2.11654 -1.27227 0.04834
*
```

These are the Löwdin partial charges, in e, on atoms 1 to 2: 0.11, -0.15


No. 6
Computed, not measured: a single C5H7N molecule, with the ωB97M-V functional and the def2-TZVPD basis.

Properties
Frontier orbital gap = 9.413 eV
ΔE to the lowest compared entry with this formula, charge and spin = 467.9 kJ/mol
Calculated total energy = -249.2950 a.u.
E_HOMO = -9.003 eV

```
! RIJCOSX wB97M-V def2-TZVPD def2/J DEFGRID3
* xyz 0 1
N -0.83765 -0.95569 -0.11424
C 1.77531 -1.22748 -0.20421
C 1.50865 -0.21010 0.40871
C 0.09432 0.20015 0.17477
C -0.98082 -0.15474 1.09407
C -0.04655 1.38056 -0.76017
H -0.92932 1.19138 -1.36983
H -0.44601 -1.85868 0.17107
H 0.81805 1.48849 -1.42346
H -1.86306 0.46650 1.07927
H -0.70785 -0.60006 2.04353
H -0.17256 2.31664 -0.20675
H 1.78749 -2.03696 -0.89276
*
```

These are the Löwdin partial charges, in e, on atoms 1 to 2: 0.03, 0.14


Q: Which F_max values were calculated for the entries above? A: 1.12, 2.26, 4.32, 4.92, 5.26, 1.26, in eV/A.